No. 1
Density functional theory data (ωB97M-V with the def2-TZVPD basis set) for 10 unconnected molecules or ions with the total composition C27H52Cl18FN6O2 at a distorted geometry.

## Properties
**Charge**: +1
**HOMO-LUMO gap**: 9.753 eV

Last column: Löwdin charge in e.
CARTESIAN COORDINATES (ANGSTROEM)
C (7.357, -3.413, 2.188)  -0.11
C (7.836, -1.968, 1.966)  -0.25
C (6.721, -0.906, 2.173)  -0.21
C (6.767, 0.107, 1.040)  -0.21
C (5.775, 1.280, 1.230)  -0.19
C (4.827, 1.410, 0.033)  -0.21
C (3.531, 2.150, 0.353)  -0.16
C (2.707, 1.406, 1.433)  -0.08
C (1.365, 0.918, 1.027)  -0.21
N (0.256, 1.262, 1.653)  0.23
C (-0.780, 0.630, 1.081)  -0.27
N (-2.043, 0.682, 1.483)  -0.01
C (-3.058, -0.041, 0.754)  -0.10
C (-3.584, -1.277, 1.515)  -0.07
C (-4.971, -1.635, 1.046)  -0.48
N (-5.052, -2.179, -0.270)  0.04
O (-5.932, -1.494, 1.787)  0.09
N (-2.265, 1.452, 2.648)  -0.05
C (-3.683, 1.736, 2.909)  -0.04
C (-1.720, 0.796, 3.817)  -0.45
C (-1.159, 1.719, 4.861)  0.02
O (-1.672, -0.412, 3.950)  0.06
N (-0.290, -0.088, 0.052)  0.19
N (1.057, 0.063, 0.017)  0.06
C (1.855, -0.668, -0.965)  -0.31
C (2.668, -1.783, -0.303)  -0.11
F (2.597, 0.169, -1.721)  0.07
H (8.099, -4.007, 2.713)  0.07
H (6.412, -3.474, 2.723)  0.06
H (7.211, -3.903, 1.228)  0.06
H (8.664, -1.759, 2.639)  0.10
H (8.241, -1.910, 0.959)  0.10
H (5.788, -1.466, 2.193)  0.10
H (6.930, -0.450, 3.135)  0.11
H (7.784, 0.468, 0.925)  0.11
H (6.514, -0.414, 0.117)  0.11
H (6.371, 2.185, 1.326)  0.11
H (5.254, 1.157, 2.178)  0.10
H (4.625, 0.410, -0.332)  0.07
H (5.387, 1.900, -0.760)  0.12
H (2.974, 2.310, -0.564)  0.10
H (3.798, 3.123, 0.755)  0.12
H (2.511, 2.108, 2.234)  0.12
H (3.240, 0.571, 1.886)  0.12
H (-2.661, -0.433, -0.174)  0.10
H (-3.881, 0.601, 0.449)  0.12
H (-2.949, -2.101, 1.196)  0.13
H (-3.581, -1.156, 2.586)  0.10
H (-5.480, -3.108, -0.256)  -0.01
H (-5.599, -1.582, -0.881)  0.11
H (-4.184, 2.177, 2.063)  0.04
H (-4.237, 0.858, 3.244)  0.09
H (-3.719, 2.451, 3.725)  0.11
H (-1.635, 1.538, 5.819)  0.10
H (-0.112, 1.456, 4.975)  0.09
H (-1.193, 2.762, 4.569)  0.09
H (-0.749, -0.708, -0.598)  0.07
H (1.132, -1.151, -1.622)  0.08
H (2.557, -2.708, -0.856)  -0.06
H (3.712, -1.531, -0.163)  0.08
H (2.250, -1.973, 0.682)  0.04
C (-2.530, -2.781, -2.935)  -1.04
Cl (-3.251, -2.813, -4.543)  0.53
Cl (-1.209, -1.589, -2.820)  0.57
H (-3.291, -2.514, -2.213)  -0.03
H (-2.125, -3.768, -2.708)  -0.07
C (0.087, -2.240, 5.511)  -1.02
Cl (1.213, -2.262, 6.867)  0.53
Cl (0.940, -2.156, 3.957)  0.49
H (-0.503, -3.148, 5.529)  0.03
H (-0.555, -1.373, 5.600)  -0.01
C (-3.429, -6.167, -1.140)  -0.91
Cl (-1.735, -5.674, -1.348)  0.53
Cl (-4.460, -4.732, -1.136)  0.65
H (-3.726, -6.818, -1.954)  0.04
H (-3.525, -6.682, -0.192)  0.03
C (0.079, 4.256, -5.934)  -1.02
Cl (-1.368, 4.493, -6.921)  0.51
Cl (1.429, 5.244, -6.499)  0.52
H (-0.149, 4.535, -4.911)  0.02
H (0.369, 3.215, -5.986)  0.02
C (-1.246, 4.905, -0.027)  -1.04
Cl (-2.628, 5.008, -1.123)  0.50
Cl (0.084, 5.930, -0.574)  0.51
H (-1.541, 5.224, 0.966)  0.03
H (-0.911, 3.875, -0.004)  0.00
C (-6.014, -4.124, -7.306)  -1.02
Cl (-5.476, -5.697, -6.705)  0.50
Cl (-4.667, -2.993, -7.480)  0.48
H (-6.478, -4.261, -8.275)  0.03
H (-6.726, -3.709, -6.604)  0.02
C (-7.114, 3.488, 1.870)  -1.00
Cl (-6.753, 1.776, 1.598)  0.55
Cl (-6.211, 4.571, 0.807)  0.51
H (-8.170, 3.654, 1.697)  0.03
H (-6.863, 3.717, 2.899)  0.03
C (2.403, -4.933, -0.668)  -0.91
Cl (2.900, -4.333, 0.918)  0.61
Cl (0.981, -4.058, -1.253)  0.56
H (3.218, -4.783, -1.365)  0.05
H (2.161, -5.987, -0.592)  0.04
C (-0.573, 8.447, -5.962)  -1.04
Cl (-0.900, 8.247, -4.233)  0.48
Cl (-0.289, 10.141, -6.373)  0.51
H (0.309, 7.873, -6.220)  -0.02
H (-1.427, 8.088, -6.523)  0.02

No. 2
Density functional theory data (ωB97M-V with the def2-TZVPD basis set) for a molecular structure, C27H52P2PbSi at a distorted geometry.

## Properties
**Energy relative to the best compared isomer or geometry (same formula, charge and spin)**: 0.0 kJ/mol
**Charge**: +2
**HOMO-LUMO gap (spin up / spin down)**: 3.564 / 5.505 eV

Last column: Löwdin charge in e.
CARTESIAN COORDINATES (ANGSTROEM)
Pb (-0.466, 0.065, -1.069)  0.87
C (-0.617, -2.558, 1.446)  -0.19
C (0.714, -2.596, 0.942)  -0.21
C (0.658, -1.087, 2.667)  -0.14
C (-0.654, -1.606, 2.500)  -0.17
C (1.495, -1.685, 1.698)  -0.17
C (-1.781, -3.329, 0.950)  -0.01
H (-1.510, -3.916, 0.064)  0.08
H (-2.624, -2.667, 0.691)  0.10
H (-2.138, -4.028, 1.723)  0.12
C (-1.849, -1.173, 3.250)  -0.01
H (-2.691, -1.844, 3.053)  0.09
H (-2.158, -0.152, 2.969)  0.08
H (-1.658, -1.168, 4.333)  0.10
C (1.047, -0.057, 3.656)  0.01
H (0.605, -0.275, 4.636)  0.11
H (0.719, 0.948, 3.357)  0.07
H (2.136, -0.040, 3.768)  0.09
C (2.934, -1.382, 1.511)  -0.01
H (3.525, -1.761, 2.359)  0.11
H (3.108, -0.296, 1.448)  0.09
H (3.315, -1.850, 0.597)  0.08
C (1.198, -3.420, -0.191)  -0.03
H (1.689, -4.335, 0.171)  0.11
H (1.936, -2.877, -0.795)  0.08
H (0.375, -3.729, -0.843)  0.08
C (-1.823, 1.319, -6.508)  -0.14
C (-2.004, 0.008, -6.344)  -0.16
C (-1.184, -1.064, -6.989)  -0.17
C (0.316, -0.721, -7.196)  -0.16
C (0.959, -0.017, -6.043)  -0.13
C (1.104, 1.319, -5.953)  -0.15
C (0.544, 2.289, -6.944)  -0.17
C (-0.882, 1.965, -7.482)  -0.16
H (-1.617, -1.317, -7.970)  0.13
H (0.432, -0.154, -8.129)  0.11
H (-1.263, -1.988, -6.399)  0.11
H (-0.795, 1.356, -8.393)  0.11
H (-2.528, 2.028, -6.040)  0.11
H (-2.909, -0.356, -5.839)  0.10
H (-1.329, 2.926, -7.793)  0.13
H (0.539, 3.308, -6.526)  0.11
H (1.821, 1.752, -5.250)  0.08
H (1.218, 2.347, -7.815)  0.13
H (0.843, -1.675, -7.361)  0.13
H (1.514, -0.670, -5.361)  0.11
P (-1.827, 0.907, -3.083)  0.73
P (1.222, 1.994, -1.921)  0.72
C (-0.958, 2.316, -3.834)  -0.37
C (0.290, 2.968, -3.163)  -0.35
H (-1.723, 3.090, -4.027)  0.10
H (-0.627, 1.933, -4.810)  0.02
H (1.009, 3.228, -3.960)  0.09
H (-0.017, 3.904, -2.674)  0.07
C (2.241, 3.108, -0.919)  -0.22
H (2.870, 2.503, -0.246)  0.06
H (1.605, 3.769, -0.310)  0.05
H (2.883, 3.708, -1.584)  0.07
C (2.403, 0.953, -2.843)  -0.26
H (3.090, 1.601, -3.404)  0.07
H (1.887, 0.279, -3.543)  0.02
H (2.980, 0.335, -2.136)  0.06
C (-3.603, 0.854, -3.318)  -0.22
H (-4.036, 0.282, -2.474)  0.06
H (-3.832, 0.359, -4.275)  0.04
H (-3.997, 1.885, -3.301)  0.07
C (-1.094, -0.674, -3.712)  -0.34
H (-0.340, -1.184, -3.080)  -0.04
H (-0.558, -0.482, -4.644)  0.00
H (-1.905, -1.397, -3.870)  0.08
C (-3.493, 2.103, 0.667)  -0.21
Si (-1.694, 2.446, 0.237)  0.43
C (-1.703, 4.061, -0.739)  -0.21
C (-0.678, 2.652, 1.811)  -0.24
H (-4.028, 1.621, -0.162)  0.02
H (-3.578, 1.468, 1.560)  0.03
H (-3.986, 3.065, 0.881)  0.05
H (-2.431, 4.728, -0.252)  0.06
H (-0.726, 4.560, -0.732)  0.03
H (-2.024, 3.920, -1.779)  0.01
H (-0.812, 3.670, 2.215)  0.05
H (0.396, 2.504, 1.626)  0.01
H (-0.998, 1.942, 2.588)  0.01

Q: What is the charge in the second record?
A: +2

Q: Number 1 is which compound?
A: C27H52Cl18FN6O2

Q: Among the records above, which one has the lowest charge?
A: C27H52Cl18FN6O2